No. 1
123
Properties=species:S:1:pos:R:3:forces:R:3:lowdin_charge:R:1 method="wB97M-V/def2-TZVPD" total_charge=-1 multiplicity=1
C -1.1824 -3.1544 -0.0462 0.8 -0.2 -1.2 -0.288
H 12.1410 -4.3528 -0.0389 0.0 0.0 0.0 0.119
C 3.4496 -1.9597 -1.3804 0.3 0.1 1.1 -0.182
C 3.4507 10.9597 9.9028 0.0 0.0 0.0 0.020
O -5.0153 0.6859 -9.7729 0.0 0.0 0.0 0.092
C -2.8779 -7.0610 -2.5230 0.2 -0.1 -0.1 -0.006
C -0.2995 4.6230 0.1497 0.0 0.1 0.0 0.033
N 0.9232 -1.1289 -2.6274 -0.6 0.5 -0.8 -0.628
C 3.5360 -3.1816 -0.4161 0.2 0.0 -1.4 -0.208
C 11.1940 -3.8811 -0.2687 0.0 0.0 0.0 0.015
C 8.8413 -3.3441 0.1757 0.0 0.0 0.0 -0.372
S -0.7421 -1.4095 -2.9689 -0.3 -1.2 0.1 0.708
C -0.6304 3.5388 0.8459 -0.1 -0.2 0.1 0.036
H 0.6810 -0.6543 0.7223 0.0 0.3 0.1 0.118
C -3.3693 -8.5025 -4.4423 0.0 0.0 0.0 -0.388
C -1.8090 9.5561 6.4392 -0.1 0.0 0.0 0.016
H 2.7391 -0.7811 0.2456 -0.2 0.1 0.2 0.113
C -4.3000 -2.2665 -7.9451 0.0 0.0 0.0 0.015
O -5.2599 -7.5487 -1.3267 -0.3 0.0 0.2 0.107
H -3.7581 -5.1860 -5.3441 0.1 0.0 0.0 0.113
O 3.0625 12.7904 11.3299 0.0 0.0 0.0 0.105
N -1.2076 -4.4134 -0.8255 0.3 0.1 1.2 -0.012
H -5.4849 -5.1267 -0.4289 0.0 0.0 0.0 0.125
H -8.9631 -8.4690 0.9880 0.0 0.0 0.0 0.120
H 0.5954 12.8815 10.5350 0.0 0.0 0.0 0.123
H 5.8807 -5.5508 -0.6685 -0.2 -0.2 -0.3 0.058
O 0.0462 1.4399 -2.0711 0.3 -0.8 0.1 -0.130
C -8.2893 -6.3895 1.1521 0.0 0.0 0.0 -0.387
C 1.5356 10.1961 8.5718 0.0 0.0 0.0 -0.372
H 5.5611 -3.3982 -1.1008 0.0 0.3 -0.1 0.083
H 3.1145 -2.3013 -2.3529 -0.1 0.1 -0.1 0.066
C -0.7440 5.9714 0.5671 0.1 -0.1 -0.1 -0.388
C -7.2435 -5.4321 0.7127 0.0 0.0 0.0 0.026
O -9.1896 -6.0469 1.8868 0.0 0.0 0.0 0.106
H -2.7258 1.2685 -8.6960 0.0 0.0 0.0 0.122
O 12.1179 -2.9721 -2.2325 0.0 0.0 0.0 0.099
H -1.8758 7.4604 6.7323 0.0 0.0 0.0 0.127
H 3.0020 -2.9968 0.5090 0.0 0.0 0.2 0.096
C -4.4113 -0.0797 -9.0502 0.0 0.1 0.0 -0.393
C -3.1055 0.2840 -8.4529 0.0 -0.1 0.0 0.020
C -2.4413 -0.5570 -7.6622 0.1 0.0 -0.1 -0.010
O 1.0870 9.4226 7.7526 0.0 0.0 0.1 0.105
C -1.5743 6.0712 1.7952 0.0 0.0 0.0 0.010
C -2.9739 -8.2845 -3.0338 0.2 0.1 -0.1 0.003
C -4.9583 -1.4229 -8.7333 0.0 -0.1 0.0 0.012
H -3.9404 -7.4827 -6.2967 0.0 0.0 0.0 0.118
C -6.1614 -7.2051 -0.5904 0.0 0.1 0.0 -0.358
H -1.8891 7.0665 2.0834 0.0 0.0 0.0 0.097
C 0.9400 1.0007 -1.2865 -0.8 1.2 -0.6 -0.723
O -1.8672 11.8361 5.8684 0.0 0.0 0.0 0.097
H 7.8437 -2.0736 -1.3050 0.0 0.0 0.0 0.122
O -3.4614 -9.6199 -4.9101 0.0 0.0 0.0 0.088
H 9.8412 -1.8478 -2.7761 0.0 0.0 0.0 0.123
C -2.1561 10.6980 5.5610 0.0 0.0 0.0 -0.380
H 4.4813 10.9165 10.2309 0.0 0.0 0.0 0.122
C -2.8353 8.0064 4.8405 0.0 0.0 0.0 -0.371
C -3.1609 -5.8622 -3.3466 0.0 0.0 0.0 -0.364
H -1.2889 9.7954 7.3536 0.1 0.0 0.0 0.085
C 2.6095 12.0200 10.5118 0.0 0.0 0.0 -0.388
C -2.1226 8.3079 6.1057 0.0 0.0 0.0 0.036
H -7.3317 -4.4197 1.0856 0.0 0.0 0.0 0.125
H 4.4816 -1.6371 -1.5187 0.1 0.2 -0.2 0.092
H -2.5111 5.0454 3.3881 0.0 0.0 0.0 0.093
C -7.2056 -8.1635 -0.1523 0.0 0.0 0.0 0.023
H 4.1967 -5.6737 -0.0626 -0.1 -0.2 0.0 0.061
C 10.1282 -4.0024 0.5171 0.1 0.0 0.0 0.021
H 0.3051 4.5622 -0.7465 0.0 -0.1 0.0 0.126
H 2.1647 -2.3639 -4.3445 0.0 -0.2 -0.3 0.035
O -2.3981 -2.6793 -6.6281 0.0 -0.1 0.0 0.104
C -2.9888 -1.9024 -7.3450 0.1 0.1 0.0 -0.377
C -3.6539 -7.3016 -5.2683 0.0 0.0 0.0 0.020
C -1.9078 4.9918 2.4942 0.0 -0.1 0.0 0.015
C 1.1918 12.1013 10.0796 0.0 0.0 0.0 0.023
P 1.8325 -0.3091 -3.8648 1.0 0.9 0.5 0.537
H 3.5499 9.3364 8.5467 0.0 0.0 0.0 0.123
H 0.7105 -2.9210 0.8759 0.5 -0.1 -0.1 0.100
H 3.2640 0.1477 -1.0994 -0.2 0.3 -0.1 0.099
O -1.7659 2.6547 2.7168 0.0 0.0 0.1 0.096
C 0.2663 -2.6064 -0.0624 -1.5 0.5 0.2 -0.187
O 1.5792 1.6874 -0.4759 0.2 -0.2 0.5 -0.025
H -0.8514 -4.1507 -1.7356 -0.2 -0.1 -0.2 0.029
H -2.5889 -6.8822 -1.4965 0.0 0.0 0.0 0.115
C 9.8579 -2.4248 -1.8604 0.0 0.0 0.0 0.021
C -3.5578 -6.0766 -4.7607 0.0 0.0 -0.1 0.032
C 11.1436 -3.0821 -1.5193 0.0 0.0 0.0 -0.390
C 2.6845 -0.7279 -0.8356 0.4 -0.9 -1.1 -0.132
C 5.1415 -5.1508 0.0200 0.7 0.9 0.7 -0.102
C -8.1917 -7.7861 0.6559 0.0 0.0 0.0 0.019
O -0.4485 6.9686 -0.0637 0.0 0.1 0.1 0.081
H 5.5855 -5.2984 1.0030 -0.3 -0.4 0.2 0.057
H -1.5330 -3.2948 0.9730 -0.2 -0.1 0.0 0.103
H -1.8000 -2.4327 -0.5831 -0.3 0.2 0.4 0.065
C 8.7910 -2.5453 -1.0749 0.0 0.0 -0.1 0.030
C -6.2572 -5.8098 -0.0959 0.0 0.1 0.0 0.034
O 7.8689 -3.4543 0.8875 0.1 0.0 0.1 0.110
C 2.9533 10.1157 9.0034 0.1 0.0 0.0 0.024
C -2.8686 10.3985 4.2943 0.0 0.0 0.0 0.022
H -1.3714 -0.3011 -2.5222 0.6 0.3 -0.2 -0.094
H -2.7730 -9.1725 -2.4492 0.0 0.0 0.0 0.123
O -3.1235 6.8698 4.5350 -0.1 0.1 0.1 0.095
H -0.3368 11.3057 8.8526 0.0 0.0 0.0 0.113
I 0.2390 0.6722 -5.5127 0.2 0.0 0.0 0.475
H -2.1735 -4.6624 -0.9542 -0.1 -0.1 -0.3 0.014
C 0.2692 -1.0693 -0.1939 0.8 -0.4 0.3 -0.160
C 4.9896 -3.6250 -0.2023 -0.5 -0.5 -0.2 -0.266
C 1.2103 -0.5311 -1.2953 0.2 0.6 1.1 -0.483
C 0.6937 11.2577 9.1805 0.0 0.0 0.0 0.026
H -0.7269 -0.6467 -0.2726 -0.2 -0.1 -0.2 0.097
H 10.1445 -4.5796 1.4328 0.0 0.0 0.0 0.120
H -5.9139 -1.6700 -9.1787 0.0 0.0 0.0 0.117
H 0.7844 -3.0379 -0.9124 0.2 -0.2 0.0 0.085
H -3.1129 11.2466 3.6674 0.0 0.0 0.0 0.121
H -7.1161 -9.1757 -0.5262 0.0 0.0 0.0 0.122
H 5.4312 -3.0520 0.6056 0.2 0.0 0.1 0.091
O 2.5277 -1.5462 -4.7182 -0.9 -0.1 0.6 -0.392
C -3.1832 9.1505 3.9595 0.0 0.0 0.0 0.022
H -3.7018 8.9095 3.0399 0.0 0.0 0.0 0.124
O -3.0724 -4.7425 -2.8875 -0.4 -0.1 -0.2 0.087
H -0.3056 2.5489 0.5447 0.1 0.1 -0.1 0.099
H -1.4804 -0.2966 -7.2173 -0.3 -0.2 -0.1 -0.044
H 3.0467 -4.0043 -0.9393 -0.3 -0.2 0.3 0.096
H -4.6819 -3.2507 -7.7031 0.0 0.0 0.0 0.114
C -1.4590 3.6369 2.0719 0.1 0.0 -0.2 -0.373

---

No. 2
122
Properties=species:S:1:pos:R:3:forces:R:3:lowdin_charge:R:1 method="wB97M-V/def2-TZVPD" total_charge=-1 multiplicity=1
C -0.3813 -2.1984 4.1334 0.1 0.0 0.0 -0.109
H -6.3447 5.8609 -0.3186 0.0 0.0 0.0 0.098
H 1.1669 -3.1929 5.2379 0.0 0.0 0.0 0.112
H -1.9028 1.1862 4.0041 -0.1 0.0 0.0 0.010
H 2.9927 -4.5408 1.8236 0.0 0.0 0.0 0.108
C -1.6043 -1.5616 4.1664 0.0 0.1 0.0 -0.131
C -3.8138 6.5715 -8.3023 0.0 0.0 0.0 -0.100
C 0.5703 6.2946 -2.7044 0.0 0.0 0.0 -0.084
C 4.8936 2.4367 2.0080 -0.1 0.5 -0.1 -0.504
C -2.8514 2.4638 -2.8531 0.0 0.1 0.0 -0.418
C 0.2590 3.5488 1.7681 0.0 0.0 -0.1 -0.205
C -0.4653 0.9888 -3.5202 0.0 0.1 0.0 -0.372
H -1.1985 4.3563 -0.5768 0.0 0.0 0.0 0.083
O 5.7627 2.3238 2.8413 0.2 -0.1 0.0 0.079
H -2.3701 0.2012 -4.1596 0.0 0.0 0.0 0.088
C -4.5993 6.8736 -1.0438 0.0 0.0 0.0 -0.091
C 0.8159 5.3584 -3.6979 0.0 0.0 0.0 -0.071
H -5.5680 -0.8826 1.8618 0.0 0.0 0.0 0.110
C 0.0400 -2.2644 2.7061 -0.2 0.1 0.1 -0.317
H 1.0425 -1.5294 -6.0536 0.0 0.0 0.0 0.102
Cl 4.8749 -2.1712 -3.3283 -0.1 0.0 0.0 -0.067
C -0.9779 1.6783 3.7156 0.1 0.0 -0.1 -0.214
O 2.9060 3.2059 -0.3178 -0.7 0.2 -0.4 0.042
H -3.6155 7.2157 -9.1489 0.0 0.0 0.0 0.097
H -2.2474 3.9364 -4.3105 0.0 -0.1 0.0 0.054
H -0.9026 2.6204 4.2646 0.0 0.0 0.0 0.034
C -5.0983 6.0459 -6.3400 0.0 0.0 0.0 -0.129
H -2.5420 -0.5004 -1.9295 0.0 0.0 0.0 0.068
C -3.6492 6.9444 -2.0549 0.0 0.0 0.0 -0.085
C 2.5054 -4.1692 0.9347 0.0 0.0 0.0 -0.033
H -3.2575 -0.8805 5.3548 0.0 0.0 0.0 0.114
H -4.9652 -0.7623 -2.3978 0.0 0.0 0.0 0.106
H -2.2210 5.2112 -8.7595 0.0 0.0 0.0 0.101
H -4.5488 7.5550 -0.2047 0.0 0.0 0.0 0.099
N -3.1072 -0.7526 2.4650 0.0 0.0 0.0 0.163
H 3.7431 -5.2149 -0.4624 0.0 0.0 0.0 0.112
Si -0.9374 2.1072 1.8820 -0.1 0.0 0.1 0.423
C -0.7560 -0.7488 -5.1790 0.0 0.0 0.0 -0.091
H -3.2198 3.1824 -2.1108 0.0 0.0 0.0 0.059
Si 3.7463 -0.9403 -1.8757 0.1 0.1 0.1 -0.413
N 0.8194 -2.7528 0.0164 0.0 0.1 0.0 0.038
C -3.7058 6.0657 -3.1240 0.0 0.0 0.0 -0.107
C 2.7177 1.3020 1.0412 -0.1 0.0 -0.1 -0.189
H 2.5259 -0.0763 -4.7067 0.1 0.0 0.0 0.091
C -5.6605 5.0429 -2.1807 0.0 0.0 0.0 -0.134
C -4.3163 4.9161 -6.1091 0.0 0.0 0.0 -0.425
C -3.2623 -0.5688 -1.1241 -0.1 0.0 0.0 -0.185
H -5.4584 7.7493 -7.5859 0.0 0.0 0.0 0.099
H 2.5804 -4.2088 -2.4416 0.1 0.0 0.0 0.093
N -0.8751 -1.5397 1.9515 -0.1 -0.2 -0.1 -0.036
H -3.4235 1.9820 1.6840 0.0 0.0 0.0 0.010
C 3.7554 0.2901 2.6937 -0.1 0.1 0.0 -0.013
H 4.4280 -0.0496 3.4603 0.0 0.0 0.0 0.140
C -5.4687 -0.8082 -0.2908 0.0 0.0 0.0 -0.058
C -4.7126 5.1055 -3.1953 0.0 0.0 0.0 -0.429
H -6.4422 4.2923 -2.2219 0.0 0.0 0.0 0.087
H -1.4140 -1.3909 -5.7503 0.0 0.0 0.0 0.098
H -5.9009 6.2948 -5.6540 0.0 0.0 0.0 0.099
H 0.5414 3.3402 -4.3537 0.0 0.0 0.0 0.103
H 1.3961 5.6313 -4.5697 0.0 0.0 0.0 0.103
H -1.3514 -3.7189 -2.0846 0.0 0.0 0.0 0.028
O 1.2502 1.7477 -0.7091 0.0 0.1 0.0 -0.281
N 1.0704 -2.9588 2.3819 0.0 0.0 0.0 0.137
H -2.6398 2.3676 -5.0136 0.0 0.0 0.0 0.053
C -5.6060 5.9237 -1.1070 0.0 0.0 0.0 -0.094
O 4.7891 3.4895 1.2179 0.8 -0.1 1.0 0.116
H -2.6541 3.7578 -6.8345 0.0 0.0 0.0 0.091
C 1.4518 -0.0047 -4.6032 0.0 0.0 0.1 -0.084
O -1.9308 -3.3306 -1.4215 -0.1 0.0 -0.1 -0.063
C -4.8481 6.8698 -7.4256 0.0 0.0 0.0 -0.094
Bi -0.2950 0.0257 0.2356 0.5 0.4 -0.3 1.620
H 0.7553 -2.5819 -2.0250 0.0 0.0 0.0 0.097
H 2.3297 -1.2863 2.6739 0.0 0.1 -0.1 0.122
N 2.6380 -0.3695 2.3618 0.1 0.0 -0.1 0.040
H -2.7676 2.9570 0.3727 0.0 0.0 0.0 -0.008
H -2.8523 7.6747 -2.0037 0.0 0.0 0.0 0.101
H 1.1275 3.3686 2.4038 0.0 0.0 0.0 0.041
C 2.2717 -3.9870 -1.4309 -0.1 0.0 0.0 -0.108
C -1.9375 -1.2109 2.7625 0.1 0.0 0.1 -0.348
C -3.2832 4.6244 -6.9939 0.0 0.0 0.0 -0.113
H 0.6213 3.7952 0.7740 0.0 0.0 0.0 0.003
C 1.2517 -3.0807 -1.1982 0.1 -0.1 -0.1 -0.226
C 0.9173 0.8892 -3.6861 0.0 -0.1 0.0 -0.112
C 0.2178 -2.6767 5.2827 0.0 0.0 0.0 -0.009
H -3.5010 1.5892 -2.7619 0.0 0.0 0.0 0.048
C 2.2670 2.1713 -0.0900 0.0 -0.3 -0.1 -0.637
C -0.1617 5.9312 -1.5834 0.0 0.0 0.0 -0.085
H -2.9525 6.1248 -3.9021 0.0 0.0 0.0 0.108
H -0.3460 6.6488 -0.7939 0.0 0.0 0.0 0.105
H -0.2673 4.4229 2.1630 0.0 0.0 0.1 0.040
C -2.2927 -1.3691 5.3478 0.0 -0.1 0.0 -0.017
C -0.4504 -2.4639 6.4832 0.0 0.0 0.0 -0.077
C 1.4475 -3.2743 1.0685 0.0 0.1 0.2 -0.348
C -1.2932 0.1554 -4.2753 0.0 0.0 0.0 -0.126
H -6.5358 -0.9069 -0.4409 0.0 0.0 0.0 0.106
C -4.9485 -0.7891 0.9823 0.0 0.0 0.0 -0.008
H -0.0074 -2.8060 7.4096 0.0 0.0 0.0 0.099
H 0.9624 7.2992 -2.7966 0.0 0.0 0.0 0.100
C 2.9119 -4.5365 -0.3320 0.0 0.0 0.0 -0.082
H 1.5803 1.4907 -3.0795 0.0 0.0 0.0 0.090
C 0.6193 -0.8254 -5.3490 0.0 0.0 0.0 -0.085
C 3.8298 1.4062 1.8857 0.2 -0.2 0.2 -0.059
C 0.3337 4.0636 -3.5754 0.1 0.0 0.0 -0.080
Cl 4.8271 0.9242 -2.1656 0.0 0.0 0.0 0.025
H -2.1841 -1.6728 7.4664 0.0 0.0 0.0 0.099
C -1.6885 -1.8203 6.5157 0.0 0.0 0.0 -0.076
H -0.1423 1.0506 4.0288 0.1 0.0 0.0 0.029
C -4.6064 -0.7176 -1.3800 0.0 0.0 0.0 -0.061
N -2.7541 -0.5071 0.1100 0.0 -0.1 0.0 -0.027
C -0.6387 4.6366 -1.4606 0.0 0.0 0.0 -0.109
C -0.3968 3.6908 -2.4532 0.0 0.0 0.1 -0.359
C -3.0334 5.4477 -8.0847 0.0 0.0 0.0 -0.090
C -3.5638 -0.6730 1.1611 0.0 0.0 0.1 -0.348
As -4.7438 3.7459 -4.6015 0.0 0.0 0.0 1.287
H -1.3307 -3.0943 -0.7014 0.1 0.0 0.1 -0.006
H -2.8784 3.6295 2.0045 0.0 0.0 0.0 0.032
P -1.1628 2.0545 -2.2115 -0.1 -0.2 0.0 1.021
C -2.6638 2.7227 1.4329 0.0 -0.1 0.0 -0.224
Cl 4.8116 -1.5965 -0.0493 0.0 0.0 0.0 0.026
N 2.0003 0.2292 1.3423 -0.2 -0.4 0.2 -0.013
C -2.9249 3.0824 -4.2411 0.1 0.1 0.0 -0.442
H 3.9616 3.4381 0.6567 -0.1 -0.1 -0.7 0.020

---

HOMO energy, respectively: -5.4, -4.4 eV.
Gap between HOMO and LUMO, respectively: 4.70, 5.58 eV.
Total energy, respectively: -4436.5759, -7522.7232 hartree.